1.
Entry from OMol25: a cluster of 2 separate species, C6H13N2O2 in total (wB97M-V/def2-TZVPD).

```
23
Properties=species:S:1:pos:R:3
O 2.45 -2.00 -2.28
H 1.71 -1.07 1.70
H -2.30 -0.37 0.92
C -0.28 -0.86 1.14
H -2.82 0.95 -2.22
C 0.97 -0.25 1.46
C -1.35 0.07 0.71
H -0.51 -1.29 2.17
H 3.31 -2.31 -2.54
H -0.08 -1.68 0.43
C -2.84 0.93 -1.21
H 4.51 -1.01 -1.12
C 2.43 -1.32 -1.12
H -3.24 -0.01 -0.83
H -0.65 0.72 -1.30
O 3.53 -0.91 -0.62
H -2.08 2.00 0.96
N -1.23 1.53 0.63
H -3.32 1.88 -0.86
C -1.50 0.88 -0.57
N 1.05 1.01 1.55
H 1.92 1.40 1.88
H 0.33 1.70 1.11
```

Values from the calculation:
**LUMO energy (spin up / spin down)**: -0.132 / -0.190 Eh
**ΔE to the lowest compared entry with this formula, charge and spin**: 43.5 kcal/mol
**Charge**: +1
**Spin multiplicity**: 3
**⟨S²⟩**: 2.005
**Highest occupied orbital energy (spin up / spin down)**: -9.315 / -13.644 eV

Here are the Löwdin charges for atoms 1 to 5, given in e: number 1, O, carries 0.03; number 2, H, carries 0.17; number 3, H, carries 0.13; number 4, C, carries -0.13; number 5, H, carries 0.05


2.
Entry from OMol25: a structure of composition C8H16CeCl2N2S (wB97M-V/def2-TZVPD).

```
30
Properties=species:S:1:pos:R:3
H 0.75 0.44 -2.81
H -2.59 1.34 -1.16
C 0.45 1.58 4.11
Ce -0.32 1.05 0.47
C 0.48 -2.35 -0.96
H -0.44 -2.96 -1.16
C -1.45 1.44 -1.30
C -0.82 -0.07 -1.42
H 0.68 -1.57 -4.31
H -1.16 2.17 -2.13
H -0.65 -2.23 -3.35
N -0.62 1.19 4.76
C 0.16 -0.99 -0.43
C 0.25 -1.61 -3.30
H 1.82 3.07 3.92
H 0.68 3.29 5.23
H 2.08 -1.50 -2.14
C -0.16 -0.20 -2.83
H 1.65 -3.15 -2.65
N 0.96 2.77 4.39
Cl -2.58 0.19 1.41
H -1.86 -0.73 -1.45
C 1.24 -2.19 -2.30
Cl 1.67 2.10 -0.79
H 0.31 -0.97 0.80
H -0.91 1.68 5.65
H -1.04 0.29 4.58
H -0.88 0.28 -3.55
H 1.09 -2.95 -0.21
S 1.19 0.58 2.91
```

Values from the calculation:
**LUMO energy (spin up / spin down)**: -0.011 / -0.011 Eh
**ΔE to the lowest compared entry with this formula, charge and spin**: 47.7 kcal/mol
**Charge**: 0
**Highest occupied orbital energy (spin up / spin down)**: -6.931 / -6.936 eV

Here are the Löwdin charges for atoms 1 to 5, given in e: number 1, H, carries 0.09; number 2, H, carries 0.07; number 3, C, carries -0.89; number 4, Ce, carries 0.03; number 5, C, carries -0.22


3.
Entry from OMol25: a structure of composition CH2AsCl2F6NiO8P2Y2 (wB97M-V/def2-TZVPD).

```
25
Properties=species:S:1:pos:R:3
F -0.82 -0.13 -0.57
F 2.16 0.86 -2.17
O 2.34 -1.54 3.56
C -3.03 2.48 -3.99
P 2.85 -0.19 3.27
O 2.52 1.18 3.97
O 1.45 -0.05 2.61
O -0.12 -1.70 1.75
As 0.70 0.29 -1.34
Cl -4.06 3.86 -3.47
H -2.03 2.83 -4.27
O -1.32 -3.14 0.69
H -2.98 1.74 -3.19
F 1.00 1.57 -0.07
F -0.21 1.43 -2.36
Cl -3.80 1.53 -5.25
P -0.66 -3.10 2.08
O -1.41 -2.06 2.90
Y -2.15 -1.18 0.85
O 0.78 -3.08 2.36
O 3.07 0.07 1.76
F 0.31 -1.07 -2.45
F 1.50 -0.87 -0.26
Y 2.04 2.02 2.04
Ni 1.89 -1.75 1.54
```

Values from the calculation:
**LUMO energy (spin up / spin down)**: -0.329 / -0.333 Eh
**Charge**: +2
**Spin multiplicity**: 4
**⟨S²⟩**: 3.902
**Highest occupied orbital energy (spin up / spin down)**: -14.843 / -14.782 eV

Here are the Löwdin charges for atoms 1 to 5, given in e: number 1, F, carries -0.33; number 2, F, carries -0.19; number 3, O, carries -0.18; number 4, C, carries -1.03; number 5, P, carries 0.27


4.
Entry from OMol25: the ion C4H8IN2 with charge +1 (wB97M-V/def2-TZVPD).

```
15
Properties=species:S:1:pos:R:3
I -2.79 -2.55 0.75
H -0.78 1.67 -1.29
H 1.58 -1.48 -0.90
H 0.33 1.28 1.32
C 0.72 0.36 -0.77
N 1.22 -0.61 -1.36
C -1.05 -1.63 1.38
H 0.53 1.59 -2.28
H 1.31 -0.28 1.21
C 0.50 0.25 0.77
H 0.76 2.47 -0.80
N -0.77 -0.44 0.89
C 0.33 1.66 -1.27
H -0.37 -2.25 1.92
H -1.52 -0.04 0.42
```

Values from the calculation:
**LUMO energy**: -0.200 Eh
**ΔE to the lowest compared entry with this formula, charge and spin**: 56.9 kcal/mol
**Charge**: +1
**SMILES**: [H]/N=C(/C)C/[NH+]=C/I
**Highest occupied orbital energy**: -13.583 eV

Here are the Löwdin charges for atoms 1 to 5, given in e: number 1, I, carries 1.05; number 2, H, carries 0.12; number 3, H, carries 0.10; number 4, H, carries 0.18; number 5, C, carries -0.44


Ordered max |F| results: 6.58, 6.71, 14.55, 3.86; unit eV Å⁻¹.
Ordered E_tot results: -495.8924, -2217.5547, -6663.5305, -564.0889; unit hartree.